Here is C31H39NORhS3Te as an isolated structure from OMol25. Energies are from ωB97M-V/def2-TZVPD.

Values from the calculation:
HOMO energy (spin up / spin down) = -13.08 / -13.41 eV
HOMO-LUMO gap (spin up / spin down) = 6.39 / 6.19 eV
multiplicity = 2
charge = +2
<S²> = 0.7570

The geometry in XYZ format:
```
77
C31H39NORhS3Te, DFT ωB97M-V/def2-TZVPD
Rh 0.29 0.49 -0.91
C -1.37 2.95 -2.30
C -2.31 1.77 -2.15
S -1.51 0.13 -2.25
C -0.83 0.17 -3.95
C 0.62 -0.26 -4.00
S 1.68 0.60 -2.81
C 1.65 2.32 -3.43
C 1.44 3.30 -2.29
S 0.08 2.84 -1.19
H -1.90 3.87 -2.06
H -1.00 3.04 -3.33
H -3.10 1.80 -2.90
H -2.79 1.76 -1.17
H -0.97 1.18 -4.35
H -1.44 -0.51 -4.55
H 1.04 -0.13 -5.00
H 0.73 -1.31 -3.74
H 0.87 2.40 -4.18
H 2.60 2.51 -3.92
H 1.28 4.32 -2.66
H 2.31 3.33 -1.62
C -1.10 0.14 9.64
C -0.84 0.20 8.16
C -1.84 -0.08 7.24
C -1.60 -0.03 5.88
C -2.72 -0.34 4.92
C -0.31 0.29 5.44
Te -0.01 0.47 3.38
N -0.10 -0.67 0.35
C -0.99 -1.66 0.74
O -1.57 -1.54 1.81
C -1.19 -2.81 -0.16
C -2.37 -3.55 -0.03
C -2.60 -4.63 -0.87
C -1.65 -5.00 -1.81
C -0.46 -4.28 -1.92
C -0.23 -3.19 -1.11
C 1.64 -0.79 3.18
C 1.65 -2.05 3.81
C 0.48 -2.64 4.55
C 2.82 -2.79 3.75
C 3.95 -2.35 3.08
C 5.21 -3.16 3.05
C 3.89 -1.12 2.42
C 2.75 -0.33 2.45
C 2.71 0.92 1.62
C 0.72 0.60 6.34
C 2.12 0.98 5.91
C 0.43 0.55 7.69
H -2.16 -0.02 9.85
H -0.79 1.07 10.13
H -0.54 -0.67 10.10
H -2.83 -0.34 7.60
H -3.68 -0.28 5.42
H -2.63 -1.35 4.50
H -2.75 0.35 4.08
H -3.09 -3.26 0.72
H -3.52 -5.19 -0.78
H -1.83 -5.85 -2.45
H 0.29 -4.60 -2.64
H 0.71 -2.65 -1.17
H -0.47 -2.18 4.27
H 0.60 -2.55 5.63
H 0.39 -3.70 4.30
H 2.85 -3.76 4.24
H 5.07 -4.13 3.52
H 6.01 -2.64 3.59
H 5.56 -3.31 2.03
H 4.76 -0.77 1.87
H 3.71 1.23 1.31
H 2.22 1.76 2.11
H 2.13 0.65 0.72
H 2.11 1.81 5.20
H 2.63 0.14 5.44
H 2.71 1.29 6.76
H 1.21 0.79 8.41
```

Mulliken population analysis, charges in e, atoms 1 to 5: atom 1 (Rh): 1.4281, atom 2 (C): -0.7387, atom 3 (C): -0.8403, atom 4 (S): -0.0930, atom 5 (C): -0.8908

---

Here is C24H54NO8PPbS2Si2 as an isolated structure from OMol25. Energies are from ωB97M-V/def2-TZVPD.

Values from the calculation:
HOMO energy = -1.69 eV
HOMO-LUMO gap = 5.82 eV
charge = -2

The geometry in XYZ format:
```
93
C24H54NO8PPbS2Si2, DFT ωB97M-V/def2-TZVPD
Pb -0.21 -2.31 0.49
S -4.35 -5.30 1.78
C -3.00 -4.43 1.41
N -2.05 -3.82 1.13
C 5.62 -2.23 2.75
C 5.06 -2.76 1.44
O 4.77 -1.67 0.58
P 3.50 -1.93 -0.48
O 3.43 -0.40 -1.01
C 2.23 0.34 -0.75
C 2.58 1.71 -0.22
O 4.47 -2.60 -1.62
C 4.00 -3.09 -2.87
C 4.45 -4.53 -3.03
H 5.90 -3.06 3.41
H 4.88 -1.62 3.26
H 6.50 -1.62 2.56
H 4.17 -3.37 1.62
H 5.80 -3.41 0.96
H 1.60 -0.17 -0.03
H 1.66 0.40 -1.68
H 3.13 1.63 0.72
H 1.66 2.28 -0.04
H 3.20 2.26 -0.94
H 4.44 -2.46 -3.66
H 2.92 -3.01 -2.92
H 5.54 -4.62 -2.99
H 4.10 -4.92 -3.99
H 4.02 -5.14 -2.24
C 2.02 -1.98 3.02
C 1.06 -3.02 2.44
O 1.01 -4.12 2.95
H 2.66 -2.42 3.79
H 1.43 -1.16 3.43
H 2.62 -1.55 2.21
C -1.47 -1.83 -3.06
Si 0.37 -2.07 -3.36
C 0.90 -0.62 -4.46
C 0.48 -3.58 -4.50
O 1.25 -2.21 -2.03
H -2.01 -1.65 -3.99
H -1.65 -0.97 -2.40
H -1.91 -2.70 -2.57
H 0.43 -0.67 -5.45
H 1.99 -0.63 -4.59
H 0.64 0.34 -4.00
H -0.17 -3.45 -5.38
H 0.18 -4.48 -3.97
H 1.51 -3.73 -4.86
C -1.34 2.82 4.29
C -1.20 3.54 2.96
C -1.77 4.94 3.05
C 0.26 3.59 2.53
O -1.99 2.87 1.99
Si -1.73 1.54 1.01
S -0.54 0.13 1.92
O -1.00 2.07 -0.38
C -1.39 2.98 -1.40
C -1.47 2.18 -2.69
C -0.29 4.03 -1.49
C -2.73 3.66 -1.11
O -3.24 1.11 0.54
C -4.30 0.40 1.19
C -3.98 -1.08 1.24
C -5.54 0.65 0.33
C -4.51 0.95 2.59
H -0.72 3.30 5.05
H -1.02 1.78 4.19
H -2.38 2.84 4.62
H -1.24 5.52 3.82
H -2.83 4.90 3.32
H -1.67 5.46 2.09
H 0.85 4.16 3.26
H 0.35 4.08 1.55
H 0.68 2.59 2.44
H -0.51 1.72 -2.91
H -1.75 2.83 -3.53
H -2.22 1.39 -2.59
H 0.68 3.55 -1.57
H -0.29 4.66 -0.60
H -0.44 4.67 -2.36
H -3.54 2.93 -1.10
H -2.92 4.40 -1.89
H -2.71 4.16 -0.14
H -3.75 -1.45 0.24
H -4.82 -1.66 1.63
H -3.11 -1.27 1.87
H -5.33 0.34 -0.69
H -5.79 1.71 0.33
H -6.39 0.08 0.71
H -3.63 0.77 3.21
H -5.37 0.47 3.06
H -4.68 2.03 2.56
```

natural (NBO) population analysis, charges in e, atoms 1 to 5: atom 1 (Pb): 1.1475, atom 2 (S): -0.3916, atom 3 (C): 0.1842, atom 4 (N): -0.6753, atom 5 (C): -0.6207

---

The lowest charge belongs to which entry?
C24H54NO8PPbS2Si2

---

The lowest charge belongs to which entry?
C24H54NO8PPbS2Si2

---

Among the records above, which one has the highest charge?
C31H39NORhS3Te